(1)
{
  "formula": "C5H9N4",
  "method": "wB97M-V/def2-TZVPD",
  "e_above_lowest_kj_mol": 450.7,
  "charge": 1,
  "homo_lumo_gap_ev": 11.197,
  "lumo_ev": -4.2097,
  "e_tot_ha": -414.56214,
  "smiles": "Cn1cnn[n+]1C1CC1",
  "symbols": ["C", "N", "C", "N", "N", "N", "C", "C", "C", "H", "H", "H", "H", "H", "H", "H", "H", "H"],
  "positions_angstrom": [[0.830, -0.937, -1.448], [0.613, 0.502, -1.389], [0.946, 1.571, -2.104], [0.354, 2.631, -1.609], [-0.288, 2.252, -0.568], [-0.179, 1.006, -0.432], [-0.676, 0.198, 0.767], [-0.727, 0.869, 2.083], [0.217, -0.326, 1.878], [-0.153, -1.466, -1.227], [1.196, -1.202, -2.436], [1.514, -1.118, -0.614], [1.615, 1.569, -2.856], [-1.533, -0.468, 0.451], [-1.608, 0.942, 2.846], [-0.214, 1.739, 2.063], [1.187, -0.208, 2.093], [-0.165, -1.363, 2.135]],
  "forces_ev_per_a": [[-0.8, -0.5, 0.7], [-0.8, 0.2, 0.2], [-1.4, -0.8, 1.6], [0.9, 1.3, -0.8], [-1.6, 1.4, 1.3], [0.0, -2.4, 1.8], [-0.8, -0.3, -1.3], [-2.3, -2.4, 1.6], [-5.2, -1.6, -0.3], [1.3, 0.7, -0.5], [0.2, -0.1, 0.2], [0.1, -0.6, -0.5], [1.9, -0.1, -2.7], [1.2, 0.9, 0.3], [1.5, -0.6, -2.0], [1.7, 2.8, 0.1], [3.6, 0.8, 0.0], [0.5, 1.5, 0.0]]
}

(2)
{
  "formula": "C6H9N2O",
  "method": "wB97M-V/def2-TZVPD",
  "e_above_lowest_kj_mol": 445.1,
  "charge": 1,
  "homo_lumo_gap_ev": [7.791, 7.489],
  "lumo_ev": [-5.6909, -5.8822],
  "e_tot_ha": -418.34390,
  "symbols": ["C", "C", "C", "C", "C", "C", "N", "N", "O", "H", "H", "H", "H", "H", "H", "H", "H", "H"],
  "positions_angstrom": [[-1.221, -1.214, 0.116], [2.125, -0.519, -0.034], [-1.681, 0.191, 0.170], [2.106, 1.095, -0.098], [-0.578, 1.166, -0.390], [0.613, 0.946, 0.429], [0.878, -0.511, 0.621], [-1.510, -2.423, -0.076], [3.002, -1.257, -0.191], [-2.729, 0.198, -0.339], [-1.924, 0.432, 1.218], [2.756, 1.546, 0.576], [2.116, 1.421, -1.113], [-0.433, 0.951, -1.444], [-0.829, 2.193, -0.058], [0.426, 1.529, 1.327], [-2.355, -2.665, -0.608], [-0.762, -3.080, -0.107]],
  "forces_ev_per_a": [[3.9, 2.6, 1.5], [-0.2, 3.0, 0.7], [-2.2, -0.8, -1.1], [-3.3, -2.4, -0.2], [-1.6, 0.3, 0.2], [2.1, -1.1, 0.7], [-2.6, 0.0, -0.2], [-0.9, 0.8, -1.3], [1.0, -2.2, -0.7], [1.7, 0.5, 0.4], [0.3, -0.3, -0.1], [1.2, 0.8, 0.9], [0.4, 0.4, -0.7], [-0.1, 0.5, -0.3], [-0.7, -0.4, -1.4], [0.4, -0.6, 0.7], [-0.2, -0.2, 0.6], [0.6, -0.8, 0.2]]
}